Entry 1
Molecular formula: C3H7NS
Method: DFT, ωB97M-V/def2-TZVPD

Cartesian coordinates (Å):
C: 1.75116 -0.21281 0.13142
N: 0.53284 0.53128 -0.05572
C: -0.63073 -0.31918 -0.06872
C: -1.94379 0.47838 0.17758
S: -3.45147 -0.09184 0.00167
H: 2.53138 0.47233 -0.15850
H: 1.83703 -0.49789 1.17275
H: 1.70610 -1.01308 -0.54288
H: 0.53288 1.08481 -0.89251
H: -0.65413 -0.85534 -0.98557
H: -0.58298 -1.09023 0.70991
H: -1.62828 1.51360 0.51057

Computed properties:
HOMO energy in eV: -8.74
LUMO level in eV: -0.18
SMILES string: CNCC=S
Charge: 0

---

Entry 2
Molecular formula: C3H7NS
Method: DFT, ωB97M-V/def2-TZVPD

Cartesian coordinates (Å):
S: 2.47859 0.53815 0.60515
H: 1.90049 0.47070 1.83658
C: 0.15473 -0.64038 -0.44975
C: -0.24620 -1.43497 -1.48715
C: -0.74917 1.34434 0.80095
N: -0.82750 0.14481 0.21398
H: 1.31843 -0.37363 -0.09460
H: -1.30645 -1.49006 -1.71736
H: 0.49265 -1.98417 -2.07653
H: -1.63271 1.70799 1.34755
H: 0.20250 1.86065 0.77011
H: -1.78535 -0.14342 0.25109

Computed properties:
HOMO energy in eV: -7.02
LUMO level in eV: -1.27
Charge: 0

---

Least stable of them? entry 2.

---

Entry 1
Molecular formula: C2H4N4
Method: DFT, ωB97M-V/def2-TZVPD

Cartesian coordinates (Å):
C: -1.16652 2.12145 -0.82883
C: 0.79947 -1.41400 0.06232
N: -1.09514 1.12227 -0.04239
N: -0.11846 -0.76109 -0.79428
N: -0.20414 0.23455 0.05756
N: 0.58042 -0.34160 1.07836
H: -2.12678 2.61829 -1.03069
H: 0.28037 -2.41569 0.30781
H: 1.81500 -1.30841 -0.47113
H: 1.23579 0.14423 1.66128

Computed properties:
HOMO energy (alpha / beta) in eV: -7.18 / -7.06
LUMO level (alpha / beta) in eV: 0.28 / 0.17
Charge: 0

---

Entry 2
Molecular formula: C2H4N4
Method: DFT, ωB97M-V/def2-TZVPD

Cartesian coordinates (Å):
N: 0.20252 0.73871 -1.49629
C: 1.04141 0.68548 -0.71823
N: 1.99922 0.57227 0.21619
H: 2.37963 1.46978 0.36231
H: 1.49749 -0.02882 1.06727
N: -0.19763 -0.97953 1.50022
C: -0.94336 -0.80409 0.66835
N: -1.99649 -0.41698 -0.08979
H: -2.45909 -1.24846 -0.52766
H: -1.52369 0.01165 -0.98237

Computed properties:
HOMO energy in eV: -10.54
LUMO level in eV: 0.72
SMILES string: N#CN.N#CN
Charge: 0

---

Entry 3
Molecular formula: C2H4N4
Method: DFT, ωB97M-V/def2-TZVPD

Cartesian coordinates (Å):
C: -1.28235 -0.72213 0.14952
N: 0.04791 -0.47449 -0.45574
N: 0.10472 0.84286 -0.68709
C: 1.26944 1.17376 -0.22362
N: 1.97561 0.08707 0.21732
N: 1.18303 -0.92303 0.10452
H: -1.17985 -1.40947 0.98534
H: -2.01317 -1.03533 -0.59360
H: -1.59189 0.24848 0.54178
H: 1.48656 2.21227 -0.03843

Computed properties:
HOMO energy in eV: -10.83
LUMO level in eV: 0.55
SMILES string: Cn1ncnn1
Charge: 0

---

Entry 4
Molecular formula: C2H4N4
Method: DFT, ωB97M-V/def2-TZVPD

Cartesian coordinates (Å):
C: 1.78917 -0.37512 -0.03451
N: 0.44985 -0.83221 -0.16532
C: -0.54296 0.48530 0.06505
N: -1.79737 0.29958 -0.01560
N: -3.22469 0.59839 0.06054
N: -2.77804 -0.57424 -0.04122
H: 2.11011 -0.27459 -1.02339
H: 1.81420 0.44443 0.65448
H: 2.39728 -1.31023 0.35706
H: -0.21756 1.53869 0.14291

Computed properties:
HOMO energy (alpha / beta) in eV: -7.44 / -7.41
LUMO level (alpha / beta) in eV: -1.41 / -1.42
SMILES string: C/N=C/N1N=N1
Charge: 0

---

Least stable of them? entry 4.

---

Entry 1
Molecular formula: C2H3N5O
Method: DFT, ωB97M-V/def2-TZVPD

Cartesian coordinates (Å):
H: 3.14452 -0.40159 -0.20885
N: 2.36974 -0.87998 -0.05271
C: 1.22785 -0.24036 0.10339
N: 1.08820 1.07670 0.16660
N: -0.08190 1.65197 -0.08240
N: -1.04481 1.03470 -0.12872
C: -1.05252 -0.26364 0.05006
O: -2.27153 -0.91100 0.00504
N: 0.06172 -1.04144 -0.05686
H: -2.80579 -0.08502 0.37575
H: 0.03088 -2.09504 -0.04932

Computed properties:
HOMO energy in eV: -8.96
LUMO level in eV: -0.97
SMILES string: [H]/N=c1\nnnc(O)[nH]1
Charge: 0

---

Entry 2
Molecular formula: C2H3N5O
Method: DFT, ωB97M-V/def2-TZVPD

Cartesian coordinates (Å):
H: -2.64498 0.51130 0.40011
N: -1.75391 0.81313 -0.07660
C: -0.79279 0.01342 0.12859
N: -0.86507 -1.19751 0.69382
C: 0.56366 0.34061 -0.23700
N: 1.55484 -0.45173 -0.16613
N: 2.59432 0.32439 -0.68154
N: 2.21119 1.44745 -1.01649
O: 0.87392 1.52126 -0.71444
H: -1.75846 -1.57518 0.97561
H: 0.01727 -1.74715 0.69407

Computed properties:
HOMO energy in eV: -10.00
LUMO level in eV: 0.06
SMILES string: [H]/N=C(\N)c1nnno1
Charge: 0

---

Least stable of them? entry 1.

---

Entry 1
Molecular formula: H5N3O
Method: DFT, ωB97M-V/def2-TZVPD

Cartesian coordinates (Å):
N: 1.49199 -1.38150 -0.57728
O: 1.51462 -2.37573 0.08700
H: 2.24592 -0.70831 -0.27128
N: -1.04945 1.10389 -0.52408
N: -1.07932 0.55406 0.72799
H: -0.09724 1.16796 -0.88643
H: -1.60177 0.37588 -0.99779
H: -1.10474 1.27902 1.46172
H: -0.32001 -0.01527 0.98015

Computed properties:
HOMO energy in eV: -9.48
LUMO level in eV: -0.66
SMILES string: N=O.NN
Charge: 0

---

Entry 2
Molecular formula: H5N3O
Method: DFT, ωB97M-V/def2-TZVPD

Cartesian coordinates (Å):
H: 0.80671 -1.18607 -0.03905
N: 1.28166 -1.07213 0.79933
N: 0.54631 -0.64975 1.69952
H: 1.02787 -0.30617 2.53440
N: -1.07347 0.36559 -0.84196
O: -0.18817 1.29017 -1.50608
H: -2.02469 0.62827 -0.76673
H: -0.81288 0.15596 0.07926
H: 0.43666 0.77413 -1.95868

Computed properties:
HOMO energy in eV: -9.30
LUMO level in eV: 0.47
SMILES string: [H]/N=N/[H].NO
Charge: 0

---

Least stable of them? entry 1.

---

Entry 1
Molecular formula: C3H4NP
Method: DFT, ωB97M-V/def2-TZVPD

Cartesian coordinates (Å):
C: 1.25502 -0.30622 -0.52099
N: 0.96239 1.43780 -0.24698
C: -0.26667 1.56278 -0.06988
P: -1.34614 0.11309 -0.31542
C: 0.09340 -0.91352 -0.30416
H: 2.30487 -0.35781 -0.29807
H: -0.74980 2.43300 0.18547
H: -1.92108 0.01952 1.05642
H: -0.07737 -2.02899 -0.50590

Computed properties:
HOMO energy in eV: -8.92
LUMO level in eV: 0.61
SMILES string: C1=NC=[PH]=C1
Charge: 0

---

Entry 2
Molecular formula: C3H4NP
Method: DFT, ωB97M-V/def2-TZVPD

Cartesian coordinates (Å):
C: 0.78909 -0.74104 0.90288
N: 0.90946 0.54616 1.53158
C: 0.34808 1.61614 1.02842
P: -0.25304 1.34599 -0.67919
C: 0.24159 -0.63501 -0.26237
H: 1.61727 -1.40256 1.19911
H: 0.09913 2.54871 1.53106
H: -1.60801 1.69796 -0.62229
H: 1.05989 -1.16168 -0.68838

Computed properties:
HOMO energy in eV: -8.73
LUMO level in eV: 0.05
SMILES string: C1=NC=[PH]=C1
Charge: 0

---

Entry 3
Molecular formula: C3H4NP
Method: DFT, ωB97M-V/def2-TZVPD

Cartesian coordinates (Å):
C: -1.12424 -1.40965 -0.01478
N: 0.12560 -1.31373 -0.01598
C: 0.58785 0.00538 0.01808
C: -0.82473 1.05592 -0.01189
P: -2.16835 0.12003 0.02156
H: -1.44183 -2.47601 -0.08744
H: 1.22763 0.12680 -0.80612
H: 1.32177 0.09668 0.77848
H: -0.70191 2.03958 -0.23102

Computed properties:
HOMO energy in eV: -9.76
LUMO level in eV: -0.01
SMILES string: C1=NCC=P1
Charge: 0

---

Least stable of them? entry 2.